The following is a DFT calculation (ωB97M-V/def2-TZVPD) of 7 unconnected molecules or ions with the total composition H16NO6 at a distorted geometry.

Results
gap between HOMO and LUMO = 11.00 eV
charge = +1
energy relative to the best compared isomer or geometry (same formula, charge and spin) = 2.7717 eV
highest occupied orbital energy = -14.78 eV

Last columns: bonded neighbours and bond lengths (Å).
Positions of all 23 atoms, in Å:
1 N 28.75100 16.11700 17.28400  H2 1.045, H3 1.004, H4 1.026, H5 1.058
2 H 28.44100 15.82900 18.24000  N1 1.045
3 H 29.53500 15.55800 16.99800  N1 1.004
4 H 29.04900 17.09600 17.36400  N1 1.026
5 H 27.94400 16.01600 16.60700  N1 1.058
6 O 25.61000 16.82100 18.60600  H7 0.968, H8 0.963
7 H 25.42700 17.76800 18.68800  O6 0.968
8 H 25.38600 16.72900 17.67400  O6 0.963
9 O 26.69500 13.63300 17.28400  H10 0.930, H11 0.945
10 H 25.82800 13.96400 17.22500  O9 0.930
11 H 26.74500 13.25300 16.42000  O9 0.945
12 O 27.29600 18.95600 17.15200  H13 0.931, H14 0.932
13 H 26.90200 19.36700 16.41600  O12 0.931
14 H 26.73100 19.19900 17.85200  O12 0.932
15 O 29.48800 13.19200 17.44900  H16 0.949, H17 0.925
16 H 29.26000 13.37100 16.54500  O15 0.949
17 H 28.63000 13.12400 17.78800  O15 0.925
18 O 25.65000 16.65600 15.89200  H19 0.945, H20 0.980
19 H 25.43700 17.25000 15.18900  O18 0.945
20 H 25.58900 15.69600 15.70300  O18 0.980
21 O 27.90700 16.59500 14.14800  H22 0.955, H23 0.942
22 H 27.72300 16.20800 13.29500  O21 0.955
23 H 27.03300 16.58000 14.49900  O21 0.942